Record 1
Here is a structure of composition CNa3O3 in a non-equilibrium geometry from the OMol25 dataset. Energies are from ωB97M-V/def2-TZVPD.

## Properties
HOMO energy (alpha / beta)	-17.76 / -17.57	eV
charge	+2
multiplicity	2

Element x y z (Å)
Na  1.78868  1.35066  1.42493
Na  -0.82235  -2.10206  1.08678
Na  2.15032  -0.55355  -2.34669
C  -0.77334  0.39634  -0.14582
O  -0.47550  1.33297  0.49177
O  -2.00411  0.00434  -0.15892
O  0.13629  -0.42870  -0.35204

Results of the Löwdin charge analysis, in e, for atoms 1 through 6:
1. Na 0.885
2. Na 0.870
3. Na 0.920
4. C -0.981
5. O 0.129
6. O 0.232

=====

Record 2
Here is a structure of composition C40H36Cl5NOP2Re from the OMol25 dataset. Energies are from ωB97M-V/def2-TZVPD.

## Properties
ΔE to the lowest compared entry with this formula, charge and spin	74.71	kJ/mol
HOMO energy (alpha / beta)	-13.34 / -13.42	eV
charge	+2
multiplicity	4

Element x y z (Å)
Re  0.45968  0.82263  0.31969
C  -1.74810  2.27985  2.05533
C  -0.95299  1.32640  2.65783
C  0.46114  1.60737  2.33393
C  0.45676  2.80909  1.50260
C  -0.88708  3.15770  1.29609
C  -1.35264  4.35429  0.55264
C  1.60624  3.74257  1.25028
C  1.57536  1.25286  3.28461
C  -1.35513  0.23118  3.57866
C  -3.21212  2.51668  2.19791
H  -1.38740  5.19827  1.24858
H  -2.35766  4.23001  0.15480
H  -0.66815  4.63192  -0.24712
H  1.49668  4.63008  1.87654
H  1.64756  4.07996  0.21330
H  2.55648  3.27724  1.49259
H  1.54886  1.92790  4.14366
H  2.55159  1.33987  2.81207
H  1.46594  0.24046  3.66878
H  -1.15948  0.54370  4.60883
H  -0.77329  -0.67397  3.40291
H  -2.40978  -0.02012  3.49794
H  -3.39058  3.54589  2.51087
H  -3.65117  1.86740  2.95231
H  -3.75500  2.37707  1.26001
N  -0.65998  -1.52215  -1.23847
P  -1.62137  -0.35654  -0.44837
C  -2.79626  -1.30683  0.54001
C  -3.65935  -0.62694  1.39501
C  -4.63454  -1.31065  2.09876
C  -4.75543  -2.68531  1.95412
C  -3.89797  -3.37213  1.10831
C  -2.91851  -2.68976  0.40346
C  -2.58222  0.48026  -1.71176
C  -3.40621  -0.25247  -2.56781
C  -4.13637  0.40117  -3.54321
C  -4.06586  1.78574  -3.65562
C  -3.26333  2.51955  -2.79594
C  -2.51957  1.86508  -1.82460
P  0.84528  -1.47289  -0.49322
C  1.05234  -2.75956  0.72817
C  0.86630  -4.09876  0.37982
C  1.04437  -5.08380  1.33423
C  1.42790  -4.73804  2.62545
C  1.63195  -3.41075  2.96862
C  1.44019  -2.41754  2.01948
C  2.08047  -1.70279  -1.76382
C  1.75214  -1.60906  -3.11570
C  2.74951  -1.72934  -4.07096
C  4.06685  -1.91698  -3.67765
C  4.39517  -1.99988  -2.32826
C  3.40433  -1.90083  -1.36784
H  -1.03512  -2.34757  -1.69116
H  -3.57645  0.44708  1.49697
H  -5.30302  -0.77361  2.75511
H  -5.51672  -3.22196  2.50120
H  -3.98809  -4.44260  0.99821
H  -2.25330  -3.26229  -0.22634
H  -3.49056  -1.32792  -2.46989
H  -4.76988  -0.16356  -4.21148
H  -4.64535  2.29166  -4.41453
H  -3.21571  3.59605  -2.88342
H  -1.89027  2.43606  -1.15210
H  0.59622  -4.37591  -0.63281
H  0.89737  -6.12158  1.07328
H  1.57624  -5.51229  3.36384
H  1.94306  -3.15108  3.97039
H  1.60771  -1.37949  2.27856
H  0.72821  -1.43744  -3.42214
H  2.49900  -1.67162  -5.12156
H  4.84306  -2.00329  -4.42527
H  5.42239  -2.14986  -2.02800
H  3.66084  -1.97900  -0.31788
Cl  5.65293  1.70362  -4.47301
C  4.70649  1.57966  -3.05720
C  3.31886  1.68689  -3.14174
Cl  2.52088  1.96147  -4.62918
C  2.58328  1.54964  -1.97735
Cl  0.82580  1.63584  -2.01788
C  3.15364  1.29579  -0.73751
O  2.41174  1.12945  0.34807
C  4.54795  1.21128  -0.66191
Cl  5.25502  0.87133  0.86230
C  5.31539  1.34819  -1.81417
Cl  7.01279  1.19193  -1.71921

Results of the Löwdin charge analysis, in e, for atoms 1 through 6:
1. Re 1.228
2. C -0.202
3. C -0.211
4. C -0.403
5. C -0.349
6. C -0.191

=====

Record 3
Here is a structure of composition C7H16N3O3Rh from the OMol25 dataset. Energies are from ωB97M-V/def2-TZVPD.

## Properties
ΔE to the lowest compared entry with this formula, charge and spin	20.71	kJ/mol
HOMO energy	-16.93	eV
charge	+2
multiplicity	1

Element x y z (Å)
Rh  0.06954  0.14734  0.14833
N  2.18247  0.10486  0.01376
C  2.86896  1.41807  -0.29632
C  2.23812  2.57936  0.44444
C  0.94345  2.99930  -0.20692
O  0.66342  4.08045  -0.59562
O  0.03345  1.97472  -0.38506
H  2.59052  -0.25968  0.87338
H  2.45795  -0.55981  -0.70945
H  2.81411  1.56455  -1.37395
H  3.91715  1.30880  -0.02177
H  2.90770  3.43787  0.41056
H  2.09377  2.33968  1.50268
N  -1.98735  0.38708  0.02770
C  -2.71240  -0.62771  -0.79383
C  -2.45714  -2.04087  -0.29564
C  -1.09025  -2.59579  -0.66190
N  0.01752  -1.99673  0.16310
H  -2.44654  0.47004  0.93300
H  -2.04097  1.31817  -0.39773
H  -2.39321  -0.50442  -1.82999
H  -3.77622  -0.39268  -0.75111
H  -3.20789  -2.69614  -0.73881
H  -2.61928  -2.10169  0.78638
H  -0.85717  -2.40029  -1.70985
H  -1.06827  -3.67606  -0.51853
H  0.89685  -2.35040  -0.21096
H  -0.03749  -2.39693  1.09826
O  -0.02585  0.26436  3.10641
C  0.02503  0.20455  1.98946

Results of the Löwdin charge analysis, in e, for atoms 1 through 6:
1. Rh 1.185
2. N -0.041
3. C -0.157
4. C -0.083
5. C -0.530
6. O 0.207

=====

Record 4
Here is a structure of composition C23H23AlN5S in a non-equilibrium geometry from the OMol25 dataset. Energies are from ωB97M-V/def2-TZVPD.

## Properties
ΔE to the lowest compared entry with this formula, charge and spin	19.77	kJ/mol
HOMO energy	-17.89	eV
charge	+3
multiplicity	1

Element x y z (Å)
Al  -0.00050  0.90120  0.07896
C  2.23374  -0.60109  -1.87675
C  2.78516  0.46173  -1.00755
C  4.16302  0.68829  -0.85132
C  4.61403  1.72433  -0.07528
C  3.71313  2.59645  0.53670
C  2.37215  2.33245  0.40273
N  1.92537  1.24194  -0.33576
C  1.24260  3.23758  0.85890
C  1.30006  4.52651  1.36995
C  0.10073  5.22514  1.52534
C  -1.15764  4.62980  1.22210
C  -1.13288  3.33074  0.68444
N  0.03770  2.70385  0.59564
C  -2.24086  2.52605  0.05649
C  -3.52057  2.96183  -0.10350
C  -4.44034  2.18562  -0.78782
C  -3.99804  0.96848  -1.27669
C  -2.67037  0.61052  -1.18636
C  -2.06707  -0.55481  -1.91129
N  -1.81004  1.37382  -0.49239
H  2.95687  -0.78867  -2.68917
H  1.23846  -0.32916  -2.31174
H  2.11104  -1.55395  -1.37183
H  4.85486  0.04778  -1.40259
H  5.68107  1.82929  0.05846
H  4.06938  3.43040  1.13353
H  2.25613  5.01995  1.53145
H  0.14657  6.23437  1.88294
H  -2.09193  5.17533  1.34600
H  -3.79528  3.87772  0.32216
H  -5.48236  2.43643  -0.88101
H  -4.72031  0.33815  -1.81519
H  -2.73936  -0.83264  -2.73336
H  -1.91223  -1.44122  -1.26305
H  -1.11853  -0.22939  -2.35103
C  -0.78999  -5.46204  2.63428
C  -0.41285  -4.36476  1.73587
C  -0.04001  -4.60119  0.43980
C  0.29697  -3.50697  -0.37481
N  0.28316  -2.24529  0.08961
C  -0.04750  -2.01610  1.33166
S  -0.22664  -0.38800  1.87098
N  -0.44025  -3.05299  2.14516
C  0.45652  -3.69564  -1.81328
H  -0.16802  -6.31464  2.39477
H  -1.81146  -5.78920  2.41025
H  -0.69588  -5.22613  3.66674
H  -0.03990  -5.60255  0.05229
H  -0.66080  -2.79686  3.06622
H  0.75000  -4.71285  -2.07327
H  1.18711  -3.02278  -2.22971
H  -0.54420  -3.48684  -2.22866

Results of the Löwdin charge analysis, in e, for atoms 1 through 6:
1. Al 0.301
2. C -0.011
3. C -0.247
4. C 0.043
5. C 0.031
6. C 0.052

=====

Record 5
Here is a cluster of 2 separate species, C3H12NO in total in a non-equilibrium geometry from the OMol25 dataset. Energies are from ωB97M-V/def2-TZVPD.

## Properties
ΔE to the lowest compared entry with this formula, charge and spin	151.87	kJ/mol
HOMO energy	-14.12	eV
charge	+1
multiplicity	1

Element x y z (Å)
C  1.15166  -0.66676  -0.10675
C  1.00050  0.76768  0.42454
C  -0.44915  1.15234  0.81487
O  1.39199  1.64955  -0.63132
H  2.13639  -0.77257  -0.57374
H  0.56706  -0.86223  -1.00066
H  0.97700  -1.46784  0.62851
H  1.56807  0.91924  1.34751
H  -0.88605  0.43733  1.51026
H  -1.08065  1.15130  -0.08294
H  -0.49810  2.14257  1.25384
H  1.90813  2.35842  -0.23332
N  -1.61042  -1.38963  -0.68480
H  -1.62632  -1.76066  0.26629
H  -2.47959  -1.22621  -1.18229
H  -1.12480  -0.49055  -0.53041
H  -0.94572  -1.94197  -1.21960

Results of the Löwdin charge analysis, in e, for atoms 1 through 6:
1. C -0.058
2. C -0.445
3. C -0.057
4. O -0.030
5. H 0.102
6. H 0.046

=====

Record 6
Here is an isolated molecule of C21H29N3O4S in a non-equilibrium geometry from the OMol25 dataset. Energies are from ωB97M-V/def2-TZVPD.

## Properties
ΔE to the lowest compared entry with this formula, charge and spin	265.98	kJ/mol
HOMO energy	-8.36	eV
multiplicity	1
structure (SMILES)	CCN1CCN(CCNC(=O)c2ccc(CS(=O)(=O)c3ccccc3C)o2)CC1

Element x y z (Å)
C  1.67226  -5.66170  -2.62687
C  2.22856  -5.07551  -1.33377
N  1.34379  -4.07444  -0.76421
C  0.13559  -4.64553  -0.19842
C  -0.79527  -3.53317  0.27611
N  -0.10815  -2.74292  1.27921
C  -0.94865  -1.86972  2.05924
C  -1.84828  -0.86966  1.30156
N  -1.10414  0.11305  0.55759
C  -1.16939  0.20554  -0.79078
O  -1.88351  -0.49549  -1.48378
C  -0.30651  1.25519  -1.35585
C  -0.18204  1.69346  -2.64831
C  0.74282  2.75822  -2.61963
C  1.13241  2.89691  -1.31498
C  1.98827  3.87917  -0.64337
S  0.91003  5.19665  0.11035
O  1.72743  5.90308  1.05876
O  0.33720  5.96076  -0.96364
C  -0.32291  4.25030  1.02871
C  0.12773  3.84082  2.27309
C  -0.67047  3.05413  3.08115
C  -1.92694  2.67946  2.62766
C  -2.36726  3.09192  1.38512
C  -1.57576  3.88599  0.55292
C  -2.10891  4.28412  -0.78492
O  0.49963  1.98606  -0.54166
C  1.07416  -2.14728  0.69260
C  2.00675  -3.26955  0.24295
H  1.33701  -4.85749  -3.27575
H  0.83597  -6.32897  -2.43746
H  2.44817  -6.22735  -3.13678
H  2.44058  -5.88816  -0.61439
H  3.17522  -4.57618  -1.55885
H  -0.37397  -5.22969  -0.96483
H  0.37157  -5.30765  0.65543
H  -1.68865  -3.97310  0.72538
H  -1.09034  -2.92756  -0.59520
H  -1.61035  -2.50521  2.65799
H  -0.30132  -1.31541  2.74614
H  -2.47605  -1.39492  0.57947
H  -2.49168  -0.36413  2.03021
H  -0.47619  0.71961  1.06106
H  -0.69763  1.29520  -3.49733
H  1.07851  3.34583  -3.44838
H  2.64642  4.39704  -1.33302
H  2.54283  3.45624  0.18936
H  1.10226  4.17187  2.59564
H  -0.32123  2.74004  4.05267
H  -2.56554  2.06971  3.24959
H  -3.34549  2.79597  1.03569
H  -1.46378  5.00752  -1.27036
H  -3.10335  4.71259  -0.67156
H  -2.20210  3.40371  -1.42171
H  1.57652  -1.53177  1.44345
H  0.84075  -1.52671  -0.18647
H  2.91219  -2.83744  -0.19088
H  2.29125  -3.87347  1.12409

Results of the Löwdin charge analysis, in e, for atoms 1 through 6:
1. C -0.091
2. C -0.268
3. N -0.184
4. C -0.178
5. C -0.169
6. N -0.169

=====

Record 7
Here is a cluster of 2 separate species, CH4N2O3 in total in a non-equilibrium geometry from the OMol25 dataset. Energies are from ωB97M-V/def2-TZVPD.

## Properties
ΔE to the lowest compared entry with this formula, charge and spin	435.95	kJ/mol
HOMO energy	-9.28	eV
multiplicity	1
structure (SMILES)	N#COOO.N

Element x y z (Å)
N  -0.77607  -0.51624  -1.08803
C  -1.86768  -0.78697  -0.83953
O  -3.13195  -0.92551  -0.52632
O  -3.68867  0.31410  -0.01284
O  -3.57815  0.27150  1.37724
H  -4.43676  -0.08743  1.58470
N  1.67235  0.46753  0.67870
H  2.47151  -0.08501  0.28999
H  1.39512  1.24486  0.07269
H  0.90388  -0.14495  0.84596

Results of the Löwdin charge analysis, in e, for atoms 1 through 6:
1. N 0.191
2. C -0.291
3. O 0.027
4. O -0.047
5. O 0.052
6. H 0.103

=====

Calculated total energy (eV), listed in the same order as above: -20414.083 -128909.003 -21123.903 -49086.995 -6835.840 -45742.634 -10217.908